Below is a molecular structure, C19H24FN3O4SSiSr in a non-equilibrium geometry, with properties calculated with ωB97M-V with the def2-TZVPD basis set.

Geometry as XYZ:
```
54
Properties=species:S:1:pos:R:3:forces:R:3
Sr 8.810 12.439 7.634 1.651 0.199 0.572
C 13.532 10.238 6.967 -0.077 -1.149 0.635
Si 12.306 11.574 6.712 -0.799 0.035 -0.371
C 11.131 10.953 5.347 -0.787 -1.440 -0.432
C 13.077 13.079 5.957 -0.922 0.680 0.754
N 11.329 11.854 8.109 -0.491 -0.058 -2.061
C 11.794 11.677 9.330 0.015 0.182 2.399
C 13.158 11.616 9.771 -0.059 0.195 -0.924
C 13.504 11.301 11.082 1.681 0.097 -0.914
C 12.593 11.109 12.062 -1.846 0.286 0.576
C 11.226 11.283 11.695 -0.312 -0.355 2.518
C 10.852 11.576 10.439 0.729 -0.188 -1.843
F 9.479 11.670 10.091 0.788 -0.036 0.257
H 12.987 9.368 7.367 0.023 0.103 -0.050
H 14.305 10.421 7.697 0.290 0.166 -0.025
H 13.986 9.900 6.056 0.324 -0.066 -0.681
H 11.508 11.062 4.315 0.096 0.117 0.456
H 10.202 11.542 5.358 -0.007 0.074 -0.072
H 10.804 9.855 5.408 0.483 1.360 0.228
H 13.567 12.994 5.009 0.143 -0.328 -0.673
H 13.825 13.419 6.665 0.079 0.519 0.197
H 12.228 13.803 5.884 0.826 -0.188 0.078
H 13.980 11.818 9.033 -1.061 -0.219 0.890
H 14.574 11.199 11.295 -0.355 0.143 0.040
H 12.855 10.950 13.110 -0.074 -0.103 -0.457
H 10.474 11.192 12.514 0.444 0.084 -0.910
O 9.826 14.393 6.481 -0.936 0.642 1.822
C 9.521 15.132 7.523 0.153 -2.195 -0.758
O 9.045 14.620 8.594 0.226 0.691 -0.880
C 9.698 16.579 7.387 -0.353 0.405 -1.264
C 10.131 17.009 6.107 0.337 0.163 1.608
C 10.282 18.364 5.831 -0.202 -0.643 -0.162
C 9.850 19.210 6.809 0.122 0.035 0.122
O 9.919 20.558 6.753 -0.898 1.122 1.145
C 9.046 21.030 7.846 1.383 -1.344 0.115
O 8.846 19.863 8.733 0.355 1.381 -0.889
C 9.290 18.775 8.006 -0.182 1.091 0.032
C 9.209 17.470 8.363 0.021 -0.621 -0.299
H 10.434 16.257 5.409 -0.012 -0.186 -0.213
H 10.664 18.702 4.881 0.048 0.187 0.003
H 8.119 21.334 7.389 -0.534 0.041 0.075
H 9.549 21.861 8.385 -0.316 -0.711 -0.267
H 8.726 17.137 9.282 0.346 -0.006 -0.281
C 6.783 7.827 7.360 0.832 0.314 0.008
N 6.195 9.181 7.502 -0.638 -0.483 0.717
C 6.502 10.370 6.944 0.179 -0.622 0.753
N 7.436 10.332 5.917 -0.861 0.466 0.522
S 5.905 11.777 7.705 0.076 -0.453 -1.000
H 6.116 7.131 7.907 0.547 0.422 -0.418
H 7.837 7.773 7.787 -1.332 0.139 -0.384
H 6.840 7.515 6.306 -0.153 0.056 0.310
H 5.512 9.227 8.276 0.811 0.395 -0.763
H 7.585 9.411 5.546 0.305 -0.169 -0.265
H 7.376 11.053 5.198 -0.108 -0.222 0.423
```
Positions in Å, forces in eV/Å.

## Properties
LUMO = -0.471 eV
max |F| = 2.6 eV/Å
DFT total energy = -55022.1320 eV

In the Mulliken picture, each atom carries the following charge in e:
1 Sr 1.60
2 C -1.12
3 Si -0.21
4 C -0.76
5 C -0.75
6 N 0.14
7 C -0.09
8 C -0.12
9 C -0.63
10 C -0.63
11 C -0.45
12 C 0.35
13 F -0.28
14 H 0.31
15 H 0.38
16 H 0.38
17 H 0.37
18 H 0.01
19 H 0.18
20 H 0.38
21 H 0.29
22 H 0.02
23 H 0.30
24 H 0.33
25 H 0.34
26 H 0.32
27 O -0.99
28 C 1.37
29 O -1.10
30 C 0.06
31 C -0.62
32 C -0.94
33 C 0.87
34 O -0.50
35 C -0.17
36 O -0.49
37 C 1.10
38 C -1.20
39 H 0.40
40 H 0.44
41 H 0.25
42 H 0.22
43 H 0.42
44 C -0.88
45 N -0.25
46 C 0.36
47 N -0.28
48 S -0.40
49 H 0.33
50 H 0.28
51 H 0.30
52 H 0.27
53 H 0.14
54 H 0.32

Below is a single C19H24N2O molecule in a non-equilibrium geometry, with properties calculated with ωB97M-V with the def2-TZVPD basis set.

Geometry as XYZ:
```
46
Properties=species:S:1:pos:R:3:forces:R:3
C -0.704 0.248 -1.516 0.083 -3.401 -0.510
C -0.860 -1.123 -1.805 -0.295 4.138 1.329
C 0.110 -2.008 -2.428 0.716 -0.329 -0.140
C 0.080 -3.391 -2.129 1.762 -0.041 -1.522
C 1.060 -4.260 -2.661 0.213 2.450 -0.579
C 2.090 -3.705 -3.492 -1.088 -0.973 0.773
C 2.113 -2.369 -3.809 -0.687 1.516 0.342
C 1.131 -1.516 -3.258 0.557 -0.248 -0.040
C -1.731 1.069 -0.769 0.841 0.282 -0.309
C -1.083 2.044 0.267 -1.115 0.550 -0.464
C -2.164 2.916 1.022 -0.740 0.575 -2.423
C -1.476 4.172 1.602 -0.288 -0.350 -0.783
C -0.732 3.554 2.786 0.049 0.254 0.484
C -1.085 2.063 2.685 1.095 -0.928 1.300
C -2.520 2.067 2.216 -0.770 0.406 0.334
C -0.319 1.451 1.471 1.054 0.215 0.081
N -0.299 0.001 1.530 1.105 -1.452 0.023
C 0.803 -0.787 1.234 1.334 1.863 -0.630
N 1.945 -0.261 0.928 -0.723 -0.680 0.025
C 2.884 -1.376 0.719 -0.298 0.557 1.389
C 2.047 -2.633 0.978 0.944 -0.266 -0.187
O 0.720 -2.153 1.237 -0.804 0.428 0.313
H 0.255 0.719 -1.732 -0.171 0.034 -0.121
H -1.798 -1.519 -1.418 0.129 -0.406 -0.214
H -0.662 -3.785 -1.491 -0.831 -0.289 0.625
H 1.026 -5.307 -2.456 0.079 -0.472 0.142
H 2.856 -4.341 -3.878 0.302 -0.457 -0.218
H 2.859 -1.882 -4.467 -0.341 -0.743 0.510
H 1.253 -0.440 -3.440 -0.443 -0.501 -0.001
H -2.307 1.652 -1.525 0.250 -0.135 0.647
H -2.404 0.366 -0.299 -0.467 -0.054 0.237
H -0.392 2.691 -0.295 -0.287 -0.053 0.060
H -3.018 3.157 0.357 0.420 -0.048 0.239
H -2.219 4.914 1.907 0.119 -0.039 0.000
H -0.818 4.627 0.841 -0.257 -0.078 0.387
H 0.341 3.681 2.720 0.290 0.117 0.047
H -1.062 4.029 3.726 0.118 -0.477 -0.235
H -0.857 1.532 3.622 -0.063 0.024 -0.339
H -2.972 1.101 1.931 0.354 0.255 0.210
H -3.224 2.593 2.906 0.541 -0.409 -0.382
H 0.741 1.832 1.401 -1.030 -0.813 0.438
H -1.153 -0.487 1.663 -0.566 -0.243 0.102
H 3.307 -1.394 -0.264 0.233 0.250 -0.643
H 3.698 -1.272 1.460 -0.170 -0.138 -0.429
H 2.447 -3.199 1.831 -0.539 0.128 -0.067
H 2.094 -3.273 0.091 -0.617 -0.023 0.198
```
Positions in Å, forces in eV/Å.

## Properties
structure (SMILES) = C(=C\c1ccccc1)/C[C@H]1[C@@H]2CC[C@@H](C2)[C@H]1NC1=NCCO1
LUMO = 0.785 eV
max |F| = 4.4 eV/Å
DFT total energy = -25119.2980 eV

In the Mulliken picture, each atom carries the following charge in e:
1 C -0.25
2 C -0.59
3 C 0.76
4 C -0.44
5 C -0.74
6 C -0.30
7 C -0.71
8 C -0.07
9 C -1.13
10 C -0.06
11 C -0.07
12 C -0.93
13 C -0.91
14 C -0.03
15 C -0.87
16 C -0.70
17 N 0.04
18 C 0.38
19 N -0.56
20 C -0.48
21 C -0.12
22 O -0.45
23 H 0.26
24 H 0.34
25 H 0.41
26 H 0.42
27 H 0.42
28 H 0.34
29 H 0.30
30 H 0.37
31 H 0.30
32 H 0.46
33 H 0.50
34 H 0.36
35 H 0.38
36 H 0.45
37 H 0.35
38 H 0.41
39 H 0.32
40 H 0.35
41 H 0.26
42 H 0.28
43 H 0.27
44 H 0.28
45 H 0.31
46 H 0.11

Below is a single C19H24N2O5S molecule in a non-equilibrium geometry, with properties calculated with ωB97M-V with the def2-TZVPD basis set.

Geometry as XYZ:
```
51
Properties=species:S:1:pos:R:3:forces:R:3
C -6.147 -0.694 -0.071 -0.021 -0.002 0.124
O -5.380 -0.696 -1.258 0.084 0.095 -0.092
C -4.765 -1.920 -1.560 0.210 -0.122 0.098
C -3.608 -2.288 -0.610 -0.426 0.060 -0.066
N -2.652 -1.214 -0.514 0.081 -0.225 -0.283
C -2.673 -0.338 0.518 0.292 -0.035 -0.247
O -3.338 -0.509 1.522 -0.121 0.112 0.253
C -1.761 0.833 0.315 0.331 0.153 0.054
C -0.436 0.610 -0.031 -0.265 -0.077 0.027
C 0.418 1.679 -0.212 0.511 0.155 -0.162
S 2.120 1.314 -0.633 -0.976 0.217 0.084
O 2.786 2.554 -0.913 -0.075 0.040 0.337
O 2.105 0.281 -1.629 -0.035 -0.163 0.259
N 2.573 0.636 0.845 -0.093 0.083 -0.922
C 3.068 1.602 1.799 0.188 0.426 0.232
C 3.269 -0.592 0.738 0.321 -0.389 -0.320
C 2.822 -1.712 1.413 0.123 0.102 -0.092
C 3.463 -2.929 1.241 -0.003 -0.114 0.093
C 4.534 -3.023 0.372 -0.069 -0.022 0.034
C 4.990 -1.908 -0.314 0.124 0.248 -0.145
C 4.374 -0.679 -0.123 0.056 -0.144 0.296
O 4.753 0.494 -0.688 -0.038 -0.291 0.360
C 5.527 0.460 -1.864 0.170 0.021 -0.207
C -0.027 2.976 -0.052 0.234 -0.010 -0.088
C -1.350 3.199 0.294 -0.090 -0.162 0.019
C -2.233 2.142 0.484 0.103 0.030 -0.009
C -3.666 2.390 0.829 -0.080 0.013 0.147
H -6.710 0.237 -0.079 -0.050 -0.036 0.064
H -6.844 -1.539 -0.055 -0.040 0.008 -0.014
H -5.515 -0.725 0.821 -0.069 -0.018 -0.053
H -4.378 -1.797 -2.576 -0.031 -0.121 0.047
H -5.500 -2.739 -1.555 0.063 0.043 -0.045
H -3.118 -3.193 -0.978 -0.068 -0.003 0.067
H -3.985 -2.465 0.400 0.074 -0.088 -0.124
H -2.162 -0.953 -1.355 -0.018 0.112 0.114
H -0.044 -0.388 -0.157 -0.061 -0.203 0.013
H 4.046 1.996 1.509 -0.029 0.003 0.066
H 2.354 2.423 1.837 0.042 0.116 0.201
H 3.135 1.132 2.779 -0.070 0.015 -0.046
H 1.966 -1.621 2.065 -0.128 0.033 0.042
H 3.114 -3.802 1.771 -0.027 -0.073 0.045
H 5.024 -3.973 0.219 0.039 -0.073 -0.014
H 5.827 -2.002 -0.989 0.076 0.027 -0.064
H 5.523 1.481 -2.240 0.051 -0.075 -0.025
H 5.079 -0.204 -2.607 0.005 0.005 0.028
H 6.556 0.147 -1.655 -0.081 0.020 -0.033
H 0.665 3.788 -0.211 0.040 0.140 -0.001
H -1.706 4.211 0.416 -0.044 0.084 0.003
H -3.924 1.861 1.743 -0.078 0.029 0.018
H -4.312 2.007 0.039 -0.107 -0.012 -0.040
H -3.857 3.452 0.959 -0.028 0.071 -0.033
```
Positions in Å, forces in eV/Å.

## Properties
structure (SMILES) = COCCNC(=O)c1cc(S(=O)(=O)N(C)c2ccccc2OC)ccc1C
LUMO = 0.698 eV
max |F| = 1.0 eV/Å
DFT total energy = -44144.6040 eV

In the Mulliken picture, each atom carries the following charge in e:
1 C -0.60
2 O -0.33
3 C -0.47
4 C -0.83
5 N -0.04
6 C 0.14
7 O -0.63
8 C 0.43
9 C -0.46
10 C -0.36
11 S 1.65
12 O -0.73
13 O -0.72
14 N 0.28
15 C -0.95
16 C 0.34
17 C -0.45
18 C -0.75
19 C -0.66
20 C -0.72
21 C 0.67
22 O -0.29
23 C -1.02
24 C -0.48
25 C -1.14
26 C 0.87
27 C -1.43
28 H 0.22
29 H 0.33
30 H 0.25
31 H 0.34
32 H 0.35
33 H 0.36
34 H 0.38
35 H 0.28
36 H 0.59
37 H 0.34
38 H 0.31
39 H 0.36
40 H 0.47
41 H 0.40
42 H 0.39
43 H 0.40
44 H 0.29
45 H 0.40
46 H 0.33
47 H 0.57
48 H 0.36
49 H 0.32
50 H 0.25
51 H 0.40

Below is a single C19H24N2O5S molecule, with properties calculated with ωB97M-V with the def2-TZVPD basis set.

Geometry as XYZ:
```
51
Properties=species:S:1:pos:R:3:forces:R:3
C -3.426 -2.223 1.554 0.103 -0.203 -0.330
S -3.345 -2.749 -0.181 -0.008 -0.150 0.076
C -1.693 -3.544 -0.223 -0.441 0.220 -0.158
C -0.659 -2.759 -1.025 -0.020 -0.002 0.231
C -0.077 -1.536 -0.314 0.229 -0.226 -0.281
C 0.803 -1.914 0.885 -0.140 0.035 0.234
O 1.293 -1.106 1.631 -0.013 0.210 0.069
O 0.997 -3.220 1.024 0.043 -0.730 -0.024
N -1.099 -0.626 0.164 -0.234 0.067 -0.199
C -0.581 0.729 0.167 0.290 0.384 0.135
C -1.630 1.790 -0.063 0.163 0.008 0.259
C -2.751 1.553 -0.849 -0.028 0.051 0.026
C -3.737 2.508 -1.013 -0.124 -0.076 -0.115
C -3.614 3.734 -0.381 0.047 -0.008 0.005
C -2.488 4.007 0.367 0.177 -0.014 0.091
C -1.476 3.059 0.514 -0.281 -0.053 -0.215
O -0.399 3.436 1.242 0.104 -0.050 0.185
C 0.547 0.759 -0.919 -0.131 -0.030 0.180
C 1.846 1.266 -0.337 -0.357 -0.343 -0.391
O 2.005 2.337 0.199 0.083 0.343 0.237
N 2.800 0.294 -0.488 0.441 0.182 -0.012
C 4.175 0.401 -0.002 0.301 0.118 0.146
C 4.906 1.507 -0.753 -0.097 -0.171 0.015
C 4.180 0.631 1.506 -0.045 -0.102 -0.096
C 2.303 -0.881 -1.010 -0.134 0.078 -0.428
O 2.947 -1.884 -1.180 0.027 -0.189 -0.007
C 0.827 -0.689 -1.286 -0.089 -0.104 0.151
H -4.360 -1.683 1.669 -0.089 0.052 0.073
H -2.586 -1.568 1.767 -0.035 0.045 0.099
H -3.423 -3.100 2.194 -0.043 0.015 0.119
H -1.381 -3.696 0.806 0.032 -0.139 0.013
H -1.845 -4.514 -0.696 0.078 -0.032 0.111
H -1.129 -2.429 -1.955 0.101 0.044 -0.031
H 0.168 -3.424 -1.279 0.002 0.072 -0.088
H 1.600 -3.399 1.765 -0.075 0.304 -0.076
H -1.927 -0.708 -0.417 0.080 -0.120 0.095
H -0.120 0.890 1.151 -0.057 0.119 -0.239
H -2.876 0.604 -1.351 -0.029 -0.114 -0.024
H -4.599 2.290 -1.625 -0.084 -0.021 -0.048
H -4.386 4.481 -0.486 -0.063 0.075 -0.004
H -2.354 4.962 0.849 0.021 0.122 0.049
H 0.414 2.965 0.987 -0.025 0.054 -0.125
H 0.244 1.380 -1.764 0.098 -0.026 0.072
H 4.628 -0.571 -0.233 -0.128 0.194 0.037
H 5.940 1.550 -0.421 0.122 0.022 0.019
H 4.435 2.467 -0.556 0.008 0.089 0.006
H 4.892 1.318 -1.824 0.041 0.004 -0.096
H 3.821 1.631 1.734 0.005 0.056 0.059
H 3.530 -0.090 1.997 0.011 -0.048 0.088
H 5.189 0.521 1.891 0.120 -0.002 0.039
H 0.600 -0.950 -2.320 0.041 -0.008 0.065
```
Positions in Å, forces in eV/Å.

## Properties
structure (SMILES) = CSCC[C@]1(C(=O)O)N[C@H](c2ccccc2O)[C@H]2C(=O)N(C(C)C)C(=O)[C@H]21
LUMO = 0.547 eV
max |F| = 0.7 eV/Å
DFT total energy = -44147.7427 eV

In the Mulliken picture, each atom carries the following charge in e:
1 C -0.75
2 S -0.13
3 C -0.71
4 C -1.46
5 C 1.83
6 C -0.17
7 O -0.57
8 O -0.43
9 N 0.00
10 C -0.45
11 C -0.16
12 C -0.71
13 C -0.97
14 C -0.44
15 C -0.60
16 C 0.47
17 O -0.67
18 C 0.57
19 C 0.17
20 O -0.75
21 N 0.23
22 C 0.03
23 C -1.44
24 C -1.34
25 C -0.13
26 O -0.67
27 C -0.60
28 H 0.36
29 H 0.20
30 H 0.32
31 H 0.34
32 H 0.48
33 H 0.46
34 H 0.59
35 H 0.44
36 H 0.09
37 H 0.85
38 H 0.38
39 H 0.41
40 H 0.38
41 H 0.46
42 H 0.31
43 H 0.48
44 H 0.40
45 H 0.45
46 H 0.30
47 H 0.37
48 H 0.30
49 H 0.31
50 H 0.47
51 H 0.70

Listing orbital gap for the structures above in their given order: 0.216; 0.325; 0.343; 0.331 hartree.